88
Properties=species:S:1:pos:R:3 method="wB97M-V/def2-TZVPD" mol_weight_g_mol=680.04 largest_force_ev_per_a=3.5 de_lowest_kj_mol=4.0 total_charge=+1
Ba 1.59413 0.81478 0.78693
P 1.45375 -1.97854 -0.57285
P -1.07026 1.92190 1.98987
O 1.17462 -2.00992 4.20598
N -1.26544 -0.69937 0.53300
N 4.25452 1.74911 1.71296
N 0.63394 0.92853 -1.47351
C 0.02796 0.00304 -2.08422
C 2.82977 -1.84587 -1.89496
C -1.46179 0.80709 -6.02955
C -0.56925 1.69308 -5.40407
C -3.64006 -2.05136 -0.03825
C 3.47382 -0.45015 -1.71974
C 0.09086 -3.82205 0.97267
C -2.36804 0.65050 2.29891
C -0.15637 1.50592 4.58331
C -2.36600 -0.48640 1.27380
C -0.15705 -1.47540 -1.49640
C -0.70500 2.65720 3.70862
C 1.34809 -3.74519 0.08770
C -2.41127 2.38443 -0.45434
C 3.91930 -2.90409 -1.65893
C -3.20297 3.72171 1.52120
C 1.26001 -4.77067 -1.06115
C -2.54009 -2.15679 -0.90091
C -3.53914 -1.21789 1.07111
C 1.44498 -1.44527 3.23972
C -0.15790 1.42724 -4.09411
C 2.60189 -3.94637 0.98665
C -1.97001 3.12620 0.83628
C -1.36827 -1.46176 -0.57626
C 0.36076 3.76450 3.54453
C -1.46515 -0.62795 -4.07390
C -0.96607 4.23195 0.44905
C -0.57720 0.26148 -3.44631
C -1.90893 -0.34488 -5.36699
C 2.25429 -2.01863 -3.30675
C -1.93769 3.22728 4.41567
H -3.38214 2.78463 -0.79178
H -2.59472 -1.04335 -5.84830
H -2.57735 -2.77537 -1.80064
H -2.81719 2.57481 4.31723
H -1.79256 -1.53341 -3.56456
H -3.92539 2.95572 1.82837
H -2.19397 4.24194 4.08265
H 0.51878 2.09801 -3.56233
H 1.59444 -1.18824 -3.59148
H -3.35672 1.13671 2.25238
H 0.12116 -3.07671 1.78373
H 4.73709 -2.73042 -2.37586
H 1.18707 3.48617 2.86257
H -4.37200 -1.04490 1.74979
H 2.77800 0.37141 -1.96366
H 3.86596 -0.29731 -0.69143
H 0.09450 1.91449 5.57638
H -1.70212 3.31138 5.48923
H 3.09350 -2.02923 -4.02074
H -0.05473 3.80918 -0.00862
H 4.33244 -0.35738 -2.40529
H 2.35168 -4.62857 1.81202
H 0.80978 3.98275 4.52853
H 4.87534 2.11560 0.98674
H -1.79523 1.00395 -7.04925
H -0.27627 -2.21422 -2.30282
H -1.43631 4.89173 -0.29641
H -2.94801 4.33555 2.39038
H -0.19169 2.57076 -5.93188
H 0.05615 -4.82867 1.42161
H 0.75397 1.04028 4.17359
H -2.26881 0.24717 3.32047
H 1.13045 -4.31605 -2.05619
H -1.67344 2.50703 -1.26016
H -3.70589 4.37679 0.79395
H -2.53997 1.30772 -0.30426
H 2.14646 -5.42395 -1.07791
H -0.91219 0.72123 4.73023
H 4.35481 -2.83455 -0.65330
H 3.55505 -3.92496 -1.83293
H 2.94500 -3.00031 1.43931
H 3.43594 -4.39777 0.43203
H -0.66674 4.85024 1.30490
H 0.39496 -5.43036 -0.88790
H -4.57431 -2.56138 -0.27109
H 4.78216 1.02195 2.20199
H -0.81790 -3.68336 0.36765
H -0.08206 4.70195 3.17623
H 1.70821 -2.96683 -3.42015
H 4.11609 2.51074 2.38219


90
Properties=species:S:1:pos:R:3 method="wB97M-V/def2-TZVPD" mol_weight_g_mol=597.80 largest_force_ev_per_a=2.5 de_lowest_kj_mol=0.0 total_charge=0
S -0.20941 4.37307 0.96344
P 1.13768 0.33301 -2.62936
P 0.25055 0.28620 2.83102
O 2.78350 0.83369 0.16516
N 0.56735 2.23750 -0.21832
N 2.24057 3.21635 1.07900
N -0.77964 2.45730 -0.61444
N 0.33878 -0.71937 -0.12157
C 1.07219 -4.00407 1.44024
C 0.74391 0.46172 4.62302
C 0.06777 1.64436 5.21617
C -3.09613 3.83823 -1.75387
C -2.26927 0.10768 1.67198
C -0.64484 -0.91596 -1.12900
C 1.83067 -1.19584 -3.38804
C 1.47657 -4.89459 3.73921
C -1.80534 -1.62140 -0.84675
C 1.14303 1.56149 -4.00315
C 0.56394 -1.70665 0.92700
C -1.30254 3.49822 -0.13519
C 2.78827 -1.87942 -2.41681
C 1.19287 -3.72785 2.82338
C 0.68701 1.06914 -5.36550
C -1.64068 0.16955 3.05379
C -3.96470 -0.91373 -3.81801
C -2.78885 3.82120 -0.22878
C -2.84453 -1.61332 -1.74871
C -0.59087 -0.17092 -2.34412
C -2.05095 -1.01693 3.92534
C 3.36743 -0.04999 1.08074
C 0.63067 -1.44860 2.29868
C 0.75745 -3.04011 0.52484
C -1.68223 -0.09725 -3.17721
C 2.26122 0.65279 4.71064
C 0.40753 2.89979 -3.71060
C 0.98112 -2.42041 3.20415
C 0.82544 -2.18115 -3.99545
C 0.98273 3.18982 0.60358
C -2.79055 -0.84677 -2.91104
Be 1.35134 0.68467 -0.31635
H 0.20903 -2.66453 -3.17678
H -4.12518 4.14587 -2.00480
H 1.27906 -3.02971 -4.55601
H 0.55943 -5.47650 3.91705
H -2.20572 1.07276 1.10862
H 3.60210 -1.17752 -2.03402
H -4.88145 -0.73810 -3.33140
H 0.57710 -3.42634 -0.48452
H -3.78420 -2.16252 -1.52746
H 0.41491 1.89146 6.26032
H -0.59751 2.70143 -3.35279
H 0.99075 1.80140 -6.17005
H 1.19503 -2.10934 4.18901
H 2.57213 0.92886 5.70766
H -1.83927 -2.31378 -0.06490
H 2.34039 3.69636 1.94205
H -3.93257 -0.09869 -4.55982
H 2.82214 -0.20231 4.37007
H 1.12446 0.05156 -5.46766
H 1.97342 -4.55965 4.66981
H 0.97296 3.45402 -2.92852
H -1.61420 0.47000 -4.13191
H -0.39529 0.92712 -5.44107
H 2.81332 2.38562 0.86041
H -1.04662 1.52672 5.20466
H 2.98408 0.00323 2.15104
H 3.34608 -1.07220 0.74872
H 1.22286 -5.04923 1.13910
H 0.30063 3.46320 -4.59584
H 0.21399 -1.53102 -4.66554
H -2.38921 4.59746 -2.15873
H -1.95470 1.10047 3.52243
H -1.94238 -0.75766 1.12755
H 2.40604 -0.76280 -4.21674
H -1.65156 -0.86520 4.92942
H -3.14832 -1.08822 3.89136
H 2.24150 -2.19241 -1.51400
H -2.92527 4.82135 0.20437
H -4.03040 -1.86702 -4.37465
H 4.41042 0.20618 1.24254
H 3.24084 -2.72647 -2.85307
H -3.29259 3.11020 0.38865
H 0.54505 -0.47190 5.14272
H 0.25318 2.53485 4.59310
H 2.55458 1.46132 4.00899
H -3.31238 -0.07288 1.80348
H 2.20969 -5.49407 3.23340
H -1.61136 -1.88440 3.48514
H -2.89537 2.86855 -2.20475
H 2.21128 1.70295 -4.03581


The calculated total energy results, record by record, are as follows: -2158.78597, -2601.22778 a.u..